Version one
Density functional theory data (the ωB97M-V functional and the def2-TZVPD basis) for an isolated molecule of C3H3NO2S.

```
10
Properties=species:S:1:pos:R:3
O -0.63961 2.06696 1.36336
C -0.15301 1.40975 0.54534
C -0.47531 0.02653 0.15391
C 0.19501 -0.62934 -0.77075
N 1.20630 0.03882 -1.57469
O 1.91271 0.92823 -1.00984
S 1.13708 -0.38226 -3.17849
H 0.68454 1.87138 0.02919
H -1.40288 -0.54795 0.43428
H 0.07932 -1.67131 -1.08110
```

lowest unoccupied orbital energy (alpha / beta) = -2.02 / -2.01 eV
SMILES string = O=C/C=C\[N+]([O-])=S
gap between HOMO and LUMO (alpha / beta) = 7.6 / 7.6 eV

From a Löwdin analysis of the wavefunction, the atomic charges in e read: 0.116 -0.297 0.003 -0.151 -0.689 -0.061 0.724 0.103 0.146 0.107



Version two
Density functional theory data (the ωB97M-V functional and the def2-TZVPD basis) for an isolated molecule of C3H3NO2S.

```
10
Properties=species:S:1:pos:R:3
O 2.53109 -0.46508 0.13267
C 1.35004 -0.18550 -0.02146
C 0.26354 -1.23539 -0.02180
C -1.07410 -0.59282 -0.04155
O -2.17432 -0.99424 -0.07493
S -0.87141 1.13764 0.13464
N 0.83362 1.02865 -0.29654
H 0.25687 -1.59390 1.06366
H 0.34942 -1.98081 -0.78183
H 1.40982 1.92868 -0.31333
```

lowest unoccupied orbital energy = 0.22 eV
SMILES string = O=C1CC(=O)SN1
gap between HOMO and LUMO = 9.6 eV

From a Löwdin analysis of the wavefunction, the atomic charges in e read: 0.062 -0.592 -0.057 -0.755 0.055 1.030 -0.213 0.179 0.136 0.154



Which of them is least stable? Easy: version one.



Version one
Density functional theory data (the ωB97M-V functional and the def2-TZVPD basis) for an isolated molecule of C5H7NO2.

```
15
Properties=species:S:1:pos:R:3
C -2.20065 -0.26670 -0.08209
C 2.79228 0.03195 0.08600
C 1.54586 -0.51036 -0.13958
C -3.15320 0.86009 0.02744
C 0.39634 0.19262 0.10366
N -0.84726 -0.38498 0.06610
O -2.80238 -1.37221 -0.10314
O -4.35306 0.33901 -0.03337
H 3.75372 -0.30429 -0.16920
H 2.95320 0.93911 0.56290
H 1.34627 -1.40729 -0.56192
H -3.08230 1.83917 0.24005
H 0.56901 1.30334 0.24966
H -0.63362 -1.35078 0.00633
H -4.16139 -0.75885 -0.04326
```

lowest unoccupied orbital energy (alpha / beta) = -0.38 / -0.29 eV
gap between HOMO and LUMO (alpha / beta) = 6.9 / 7.5 eV

From a Löwdin analysis of the wavefunction, the atomic charges in e read: -0.393 0.034 -0.179 -0.065 -0.115 0.106 -0.018 -0.007 0.034 0.028 0.072 0.077 0.144 0.127 0.155



Version two
Density functional theory data (the ωB97M-V functional and the def2-TZVPD basis) for a structure of composition C5H7NO2.

```
15
Properties=species:S:1:pos:R:3
C -0.39495 -1.24269 -0.06908
C 0.54910 -0.33807 0.15885
C -1.40985 -0.19059 0.20445
C -0.29971 0.78561 0.54918
C -0.02088 2.01911 -0.27853
N -0.35899 -2.57019 -0.31430
O 2.59126 -0.63028 0.23720
O -2.58992 -0.23590 0.31922
H -0.22490 1.17667 1.52414
H -0.78327 2.87811 -0.29060
H -0.17932 1.58810 -1.36971
H 0.90433 2.48882 -0.22726
H 2.77446 0.15462 0.86078
H -1.10002 -2.94902 -0.95101
H 0.54266 -2.93431 -0.35333
```

lowest unoccupied orbital energy = -0.51 eV
gap between HOMO and LUMO = 8.7 eV

From a Löwdin analysis of the wavefunction, the atomic charges in e read: -0.246 0.112 -0.312 -0.285 -0.058 0.149 -0.171 0.155 0.129 0.103 0.125 0.044 0.033 0.140 0.080



Which of them is least stable? Easy: version two.



Version one
Density functional theory data (the ωB97M-V functional and the def2-TZVPD basis) for an isolated molecule of C5H7NO2.

```
15
Properties=species:S:1:pos:R:3
C 0.81395 -1.59047 -1.06298
O 0.07399 -0.33655 -1.20755
C -0.86770 0.10737 -0.30195
C -0.38359 1.35098 0.41064
C -1.10384 2.48352 -0.27967
N -1.91970 2.30984 -1.20823
C -2.13730 0.92320 -1.44086
O -2.80011 0.21818 -2.11802
H 1.53574 -1.62475 -0.23881
H 1.38393 -1.59592 -1.98606
H 0.30612 -2.52641 -1.02825
H -1.38893 -0.62130 0.32874
H 0.75702 1.43873 0.48915
H -0.74861 1.11558 1.52703
H -0.76032 3.51993 -0.07560
```

lowest unoccupied orbital energy = 0.24 eV
SMILES string = CO[C@H]1CC=NC1=O
gap between HOMO and LUMO = 8.7 eV

From a Löwdin analysis of the wavefunction, the atomic charges in e read: -0.056 -0.168 -0.260 -0.135 -0.139 0.123 -0.295 0.132 0.083 0.084 0.070 0.134 0.142 0.157 0.128



Version two
Density functional theory data (the ωB97M-V functional and the def2-TZVPD basis) for an isolated molecule of C5H7NO2.

```
15
Properties=species:S:1:pos:R:3
C 1.91169 -0.92889 0.37897
C 1.19290 0.12393 -0.42053
O 1.65297 1.39791 -0.13166
C -0.27692 0.13185 -0.16756
N -0.93269 1.21313 0.15699
C -2.24249 0.82305 0.17500
C -2.35591 -0.49681 -0.05690
O -1.10518 -0.90675 -0.28918
H 1.50759 -1.94095 0.10422
H 2.96483 -0.82315 0.16737
H 1.68287 -0.81586 1.47398
H 1.32128 -0.07758 -1.51059
H 0.83680 1.93804 -0.05753
H -3.00748 1.59239 0.33731
H -3.15024 -1.23032 -0.15990
```

lowest unoccupied orbital energy = 0.89 eV
SMILES string = C[C@H](O)c1ncco1
gap between HOMO and LUMO = 10.4 eV

From a Löwdin analysis of the wavefunction, the atomic charges in e read: -0.032 -0.411 -0.017 -0.302 0.124 -0.120 -0.090 0.075 0.099 0.078 0.107 0.161 0.083 0.116 0.128



Version three
Density functional theory data (the ωB97M-V functional and the def2-TZVPD basis) for a cluster of 3 separate species, C5H7NO2 in total.

```
15
Properties=species:S:1:pos:R:3
C 2.83349 0.13624 0.02808
C -0.63826 -0.71965 -0.56893
C 1.69939 0.77262 0.65893
C -3.58748 -1.20309 -0.44953
C 0.95695 1.73859 1.00097
O -1.08894 0.03038 0.28123
N -2.51531 -1.47221 -1.01698
O 0.18541 -0.99486 -1.35678
H 2.59327 -0.15438 -0.99495
H 3.67762 0.83918 -0.00599
H 3.12418 -0.75590 0.58349
H -4.54876 -1.57821 -0.83096
H -3.65214 -0.70353 0.53191
H -0.25007 1.33240 0.80004
H 1.21064 2.73241 1.33948
```

lowest unoccupied orbital energy (alpha / beta) = 0.61 / -1.64 eV
gap between HOMO and LUMO (alpha / beta) = 9.9 / 5.0 eV

From a Löwdin analysis of the wavefunction, the atomic charges in e read: -0.124 -0.471 -0.171 -0.081 -0.055 0.030 0.150 0.172 0.067 0.078 0.075 0.087 0.093 0.109 0.041



Which of them is least stable? Easy: version three.



Version one
Density functional theory data (the ωB97M-V functional and the def2-TZVPD basis) for an isolated molecule of C5H7NO2.

```
15
Properties=species:S:1:pos:R:3
C 0.78349 -1.69532 -1.07250
C 1.29730 -0.58063 -0.20175
O 2.41616 -0.10490 -0.30836
C 0.38746 -0.15349 0.96328
C -0.44663 0.86637 0.76880
N -1.52699 1.20607 1.56046
C -0.38535 1.48694 -0.61497
O -1.40566 1.92572 -1.14340
H 0.10439 -2.34525 -0.51453
H 0.26319 -1.26988 -1.93458
H 1.62334 -2.29762 -1.42636
H 0.42288 -0.79334 1.83283
H -2.25907 1.66077 1.00768
H -1.88507 0.45659 2.14323
H 0.61056 1.63796 -1.05984
```

lowest unoccupied orbital energy = 0.00 eV
SMILES string = CC(=O)/C=C(/N)C=O
gap between HOMO and LUMO = 9.0 eV

From a Löwdin analysis of the wavefunction, the atomic charges in e read: -0.010 -0.460 0.075 0.018 -0.314 0.098 -0.166 0.045 0.085 0.094 0.088 0.118 0.095 0.100 0.133



Version two
Density functional theory data (the ωB97M-V functional and the def2-TZVPD basis) for an isolated molecule of C5H7NO2.

```
15
Properties=species:S:1:pos:R:3
O 2.32491 0.85567 -0.22918
C 1.15648 0.53135 -0.30070
C 0.26607 0.20397 -1.48668
N -0.22549 -1.21428 -1.59133
C -1.13307 -0.38268 -0.90555
C -1.09065 -0.20497 0.69403
C 0.36417 0.08010 1.07643
O 0.59119 1.10025 2.02319
H 0.29675 0.93716 -2.39048
H 0.55810 -1.63798 -1.10609
H -2.03105 -0.09668 -1.40785
H -1.39167 -1.24144 1.23109
H -1.83276 0.49341 1.01268
H 0.67315 -0.85359 1.65442
H 1.47388 1.42972 1.72603
```

lowest unoccupied orbital energy = 0.39 eV
SMILES string = O=C1[C@H]2N[C@H]2C[C@@H]1O
gap between HOMO and LUMO = 10.1 eV

From a Löwdin analysis of the wavefunction, the atomic charges in e read: 0.094 -0.263 -0.139 0.060 -0.201 -0.082 -0.316 -0.040 0.161 0.110 0.119 0.150 0.094 0.155 0.098



Version three
Density functional theory data (the ωB97M-V functional and the def2-TZVPD basis) for an isolated molecule of C5H7NO2.

```
15
Properties=species:S:1:pos:R:3
C -0.03088 -1.46662 0.60873
C 0.15804 -0.01502 0.20590
C -0.65892 1.20205 0.34063
C 0.31598 1.05175 -0.80721
C 1.45011 0.77261 0.12151
N 2.74800 0.02801 -0.21081
O 3.69463 0.17873 0.46521
O 2.75010 -0.81224 -1.12919
H 0.71509 -1.59138 1.42499
H 0.38372 -1.99734 -0.32485
H -1.13444 -1.64950 0.69341
H -0.37168 1.97709 1.07958
H -1.70540 1.13210 -0.01410
H 0.26080 1.01115 -1.84309
H 1.57662 1.39779 0.91380
```

lowest unoccupied orbital energy = 0.47 eV
SMILES string = C[C@]12C[C@H]1[C@@H]2[N+](=O)[O-]
gap between HOMO and LUMO = 10.5 eV

From a Löwdin analysis of the wavefunction, the atomic charges in e read: -0.005 -0.363 -0.048 -0.060 -0.084 -0.348 0.108 0.044 0.095 0.101 0.095 0.113 0.126 0.119 0.107



Version four
Density functional theory data (the ωB97M-V functional and the def2-TZVPD basis) for a structure of composition C5H7NO2.

```
15
Properties=species:S:1:pos:R:3
C -1.51431 -0.92097 1.26872
N 0.04751 0.24531 -1.95037
C 0.89835 0.66848 -1.00279
C 0.27712 0.67655 0.33368
C -0.52155 -0.39996 0.29607
C -0.24649 -1.00545 -1.06303
O 2.17880 0.96859 -1.26072
O 0.47431 1.74496 1.17791
H 2.60555 1.26730 -0.44429
H 0.03321 1.56696 2.01759
H 0.47029 0.04245 -2.85082
H 0.64717 -1.63811 -1.06136
H -1.75915 -0.19671 2.05096
H -1.15554 -1.83588 1.74814
H -2.43528 -1.18353 0.74029
```

lowest unoccupied orbital energy (alpha / beta) = 0.39 / 0.39 eV
gap between HOMO and LUMO (alpha / beta) = 6.8 / 6.8 eV

From a Löwdin analysis of the wavefunction, the atomic charges in e read: -0.042 0.065 -0.315 -0.248 -0.252 -0.082 0.150 0.060 0.132 0.106 0.128 0.055 0.072 0.085 0.085



Which of them is least stable? Easy: version three.



Version one
Density functional theory data (the ωB97M-V functional and the def2-TZVPD basis) for a structure of composition C6H12O2.

```
20
Properties=species:S:1:pos:R:3
O 1.86128 -1.81439 -1.05643
C 2.87449 -1.73313 -0.33669
O 3.16122 -0.99734 0.61702
C -2.20283 -0.53466 0.96981
C -0.82492 -0.62855 0.32695
C -0.21741 0.82185 0.19218
C 0.79802 0.83151 -0.98271
C -1.41202 1.69966 0.20312
H 3.74171 -2.35704 -0.68290
H -2.05811 -0.45084 2.05547
H -0.03843 -1.35498 0.60040
H -2.99430 -1.14138 0.57037
H -0.94592 -0.91269 -0.77060
H 0.38871 0.86067 1.11939
H 1.48757 -0.00631 -0.86346
H 1.34218 1.78240 -1.02839
H 0.30459 0.62208 -1.92687
H -1.39047 2.35674 1.06880
H -1.60210 2.23956 -0.72203
H -2.27325 0.71684 0.64657
```

lowest unoccupied orbital energy (alpha / beta) = -7.21 / -7.30 eV
total charge = +1
multiplicity = 2
gap between HOMO and LUMO (alpha / beta) = 7.4 / 6.9 eV

From a Löwdin analysis of the wavefunction, the atomic charges in e read: 0.029 -0.423 0.218 0.131 -0.190 -0.386 -0.033 0.177 0.208 0.131 0.126 0.115 0.143 0.155 0.033 0.099 0.095 0.127 0.136 0.108



Version two
Density functional theory data (the ωB97M-V functional and the def2-TZVPD basis) for a cluster of 2 separate species, C6H12O2 in total.

```
20
Properties=species:S:1:pos:R:3
C -2.06834 0.24547 -0.89273
C -0.65603 0.07231 -0.40094
C -0.27386 -1.15156 -0.06356
C 0.98302 -1.71282 0.36860
C 2.19147 -1.37856 -0.04691
O 3.17472 -1.94212 0.57802
C 0.27403 1.22368 -0.68256
H -2.66401 -0.30284 -0.07140
H -2.33347 1.26387 -0.57763
H -2.05340 -0.16799 -1.90893
H -1.02891 -1.95050 0.01156
H 0.72085 -2.32435 1.29368
H 2.49777 -0.95836 -0.95122
H 3.09956 -1.68783 1.60266
H 0.19095 1.55853 -1.74372
H 1.30429 0.98892 -0.67074
H 0.15747 2.07381 -0.02507
H -0.45600 1.84621 1.54517
H -1.84883 1.84234 1.32289
O -1.21128 2.46179 1.31285
```

lowest unoccupied orbital energy (alpha / beta) = -4.36 / -7.79 eV
total charge = +1
multiplicity = 2
gap between HOMO and LUMO (alpha / beta) = 10.0 / 7.2 eV

From a Löwdin analysis of the wavefunction, the atomic charges in e read: -0.007 -0.271 -0.023 0.012 -0.144 0.104 -0.011 0.129 0.088 0.127 0.143 0.177 0.142 0.230 0.136 0.056 0.073 0.083 -0.034 -0.010



Which of them is least stable? Easy: version one.



Version one
Density functional theory data (the ωB97M-V functional and the def2-TZVPD basis) for an isolated molecule of C7H8.

```
15
Properties=species:S:1:pos:R:3
C -2.06969 -0.47410 -0.49467
C -0.74887 0.03243 -0.03872
C 0.11804 0.67189 -0.97555
C 1.47784 0.45764 -0.94487
C 1.99052 -0.09494 0.26020
C 1.19007 -0.09443 1.37982
C -0.21630 -0.13774 1.24611
H -2.50485 0.16479 -1.26355
H -2.02773 -1.52388 -0.79806
H -2.73962 -0.50809 0.38271
H -0.34997 1.12060 -1.84761
H 2.09699 0.99679 -1.64719
H 3.06263 -0.25855 0.24922
H 1.58056 -0.07301 2.39205
H -0.85961 -0.27941 2.10012
```

lowest unoccupied orbital energy = 0.99 eV
SMILES string = Cc1ccccc1
gap between HOMO and LUMO = 9.6 eV

From a Löwdin analysis of the wavefunction, the atomic charges in e read: -0.060 -0.290 -0.070 -0.085 -0.100 -0.100 -0.047 0.078 0.088 0.080 0.105 0.101 0.095 0.101 0.104



Version two
Density functional theory data (the ωB97M-V functional and the def2-TZVPD basis) for an isolated molecule of C7H8.

```
15
Properties=species:S:1:pos:R:3
C 1.40293 0.00218 -1.70203
C 0.47534 0.06477 -0.51533
C 0.55918 -0.97104 0.45336
C -0.54860 -1.13142 1.25542
C -1.42248 -0.05312 1.54837
C -1.21118 1.12477 0.82120
C -0.50931 1.00979 -0.39544
H 2.40335 -0.21731 -1.32051
H 1.17294 -0.75126 -2.45412
H 1.46763 0.97421 -2.21079
H 1.39576 -1.64947 0.34016
H -0.70404 -2.02783 1.85580
H -2.00541 -0.11504 2.45340
H -1.81167 1.99296 1.04682
H -0.66444 1.74779 -1.17631
```

lowest unoccupied orbital energy = 1.04 eV
SMILES string = Cc1ccccc1
gap between HOMO and LUMO = 9.9 eV

From a Löwdin analysis of the wavefunction, the atomic charges in e read: -0.059 -0.294 -0.050 -0.099 -0.086 -0.080 -0.069 0.077 0.079 0.077 0.108 0.099 0.095 0.094 0.110



Which of them is least stable? Easy: version one.